(1)
This record from the Open Molecules 2025 dataset describes a 11-piece molecular cluster, C47H105F2N6O13P overall in a non-equilibrium geometry. The level of theory is ωB97M-V/def2-TZVPD.

Geometry as XYZ:
```
174
C47H105F2N6O13P | the Open Molecules 2025 dataset | ωB97M-V/def2-TZVPD
H -1.467 6.070 2.531
N -0.788 5.757 3.222
C 0.356 6.187 2.901
N 0.487 7.002 1.709
N 1.544 5.942 3.675
C 1.583 4.581 4.232
C 2.252 3.547 3.261
C 3.608 3.081 3.832
C 4.137 1.726 3.195
C 3.459 1.394 1.866
C 3.982 1.950 0.753
C 3.406 1.648 -0.532
C 4.057 2.341 -1.735
C 4.427 3.828 -1.417
C 3.212 4.692 -0.966
P 1.753 4.616 -2.062
O 1.020 5.882 -1.867
O 2.221 4.558 -3.614
C 1.323 3.800 -4.456
C -0.048 4.467 -4.698
O 0.746 3.395 -1.761
C 0.281 3.321 -0.403
C -0.964 4.215 -0.144
C 2.351 0.790 -0.616
C 1.764 0.409 -1.971
C 1.977 -1.076 -2.293
F 0.380 0.659 -2.026
C 1.760 0.205 0.563
N 0.682 -0.629 0.399
C 0.225 -1.062 1.549
C -0.992 -1.990 1.485
C -2.265 -1.403 2.122
C -2.340 0.128 2.132
F -3.382 -1.883 1.402
C 0.795 -0.755 2.838
C 0.241 -1.307 4.146
N 0.203 -2.772 4.169
C 1.494 -3.343 3.800
N 1.846 0.015 2.961
C 2.332 0.528 1.792
H 1.251 6.656 1.132
H 0.652 7.973 1.956
H 1.518 6.624 4.428
H 0.608 4.197 4.562
H 2.230 4.629 5.122
H 1.530 2.730 3.141
H 2.437 4.058 2.306
H 3.596 2.973 4.925
H 4.360 3.848 3.586
H 5.220 1.860 3.066
H 4.008 0.860 3.855
H 4.835 2.622 0.786
H 5.020 1.835 -1.911
H 3.423 2.373 -2.623
H 5.229 3.908 -0.674
H 4.799 4.258 -2.359
H 2.982 4.478 0.086
H 3.532 5.744 -0.996
H 1.157 2.771 -4.109
H 1.812 3.707 -5.436
H -0.777 3.656 -4.857
H -0.059 5.060 -5.621
H -0.413 5.060 -3.853
H -0.047 2.282 -0.260
H 1.058 3.498 0.352
H -1.306 4.628 -1.100
H -1.774 3.655 0.340
H -0.647 5.058 0.479
H 2.195 0.988 -2.792
H 1.693 -1.215 -3.341
H 3.032 -1.353 -2.158
H 1.374 -1.746 -1.680
H -0.710 -2.969 1.890
H -1.237 -2.168 0.425
H -2.371 -1.832 3.129
H -1.858 0.514 3.035
H -3.409 0.380 2.079
H -1.906 0.545 1.210
H -0.755 -0.895 4.375
H 0.897 -0.916 4.946
H -0.087 -3.040 5.102
H 1.775 -3.146 2.761
H 1.392 -4.440 3.871
H 2.302 -3.084 4.503
C -6.546 -0.436 -0.276
C -6.120 0.855 0.399
O -6.330 0.767 1.806
H -7.599 -0.640 -0.075
H -6.397 -0.382 -1.356
H -5.974 -1.281 0.114
H -6.704 1.694 0.023
H -5.061 1.062 0.210
H -5.803 0.029 2.131
C 1.810 0.785 6.979
C 3.207 0.196 6.901
O 4.183 1.227 7.015
H 1.662 1.519 6.186
H 1.050 0.008 6.886
H 1.663 1.303 7.930
H 3.359 -0.302 5.943
H 3.366 -0.535 7.700
H 4.049 1.658 7.865
C 6.246 -3.814 1.817
C 4.800 -4.046 2.201
O 4.381 -3.125 3.207
H 6.900 -3.919 2.684
H 6.565 -4.522 1.049
H 6.372 -2.802 1.436
H 4.659 -5.050 2.601
H 4.153 -3.928 1.324
H 4.491 -2.235 2.855
C 7.123 0.224 -1.726
C 7.362 -1.113 -1.051
O 6.149 -1.628 -0.504
H 6.712 0.941 -1.012
H 8.049 0.627 -2.138
H 6.395 0.121 -2.536
H 8.071 -1.007 -0.231
H 7.767 -1.839 -1.766
H 5.525 -1.730 -1.232
C 2.875 -4.481 -6.062
C 3.332 -3.170 -5.451
O 3.151 -3.176 -4.040
H 1.823 -4.660 -5.834
H 3.004 -4.475 -7.146
H 3.442 -5.318 -5.647
H 2.751 -2.339 -5.851
H 4.390 -2.990 -5.671
H 3.673 -3.903 -3.682
C -3.307 -2.525 -2.497
C -1.907 -3.107 -2.534
O -0.928 -2.075 -2.432
H -3.446 -1.813 -3.313
H -4.057 -3.311 -2.583
H -3.475 -1.981 -1.564
H -1.735 -3.631 -3.473
H -1.760 -3.816 -1.712
H -1.069 -1.615 -1.596
C -9.970 1.357 1.875
C -10.631 0.837 0.614
O -11.744 0.003 0.942
H -9.630 0.528 2.497
H -9.115 1.990 1.636
H -10.680 1.936 2.472
H -9.928 0.244 0.031
H -10.983 1.666 -0.011
H -12.366 0.535 1.450
C -13.768 1.152 -2.898
C -13.349 2.434 -2.204
O -13.562 2.344 -0.799
H -14.821 0.942 -2.705
H -13.614 1.221 -3.977
H -13.195 0.303 -2.517
H -13.935 3.276 -2.570
H -12.289 2.644 -2.390
H -13.036 1.604 -0.474
C 8.110 -5.715 -2.690
C 7.902 -4.372 -3.363
O 6.615 -3.841 -3.051
H 7.342 -6.422 -3.006
H 9.090 -6.128 -2.934
H 8.032 -5.620 -1.604
H 7.959 -4.473 -4.446
H 8.667 -3.657 -3.042
H 6.567 -3.741 -2.094
C -5.843 -7.048 -3.262
C -4.944 -5.915 -3.722
O -3.788 -5.815 -2.894
H -6.152 -6.893 -2.228
H -6.733 -7.121 -3.888
H -5.311 -8.002 -3.300
H -5.471 -4.963 -3.663
H -4.626 -6.071 -4.758
H -3.315 -6.651 -2.952
```

Summary:
energy	-3701.51378	Ha
maximum force	0.05551	hartree/bohr
spin multiplicity	1

=====

(2)
This record from the Open Molecules 2025 dataset describes a 2-piece molecular cluster, C6H16N2O overall in a non-equilibrium geometry. The level of theory is ωB97M-V/def2-TZVPD.

Geometry as XYZ:
```
25
C6H16N2O | the Open Molecules 2025 dataset | ωB97M-V/def2-TZVPD
C -1.276 0.550 -1.551
C -0.913 -0.404 -0.683
C -0.180 -0.048 0.600
C 1.318 0.209 0.296
C 1.796 1.449 1.089
N 2.102 -1.001 0.644
N -1.351 -1.733 -0.832
C -0.423 -2.824 -0.521
H -1.821 0.334 -2.490
H -1.069 1.625 -1.498
H -0.361 -0.921 1.401
H -0.691 0.775 1.032
H 1.482 0.430 -0.744
H 1.763 1.296 2.219
H 2.803 1.719 0.830
H 1.138 2.312 0.912
H 3.017 -0.948 0.288
H 2.095 -1.120 1.638
H -1.835 -1.924 -1.681
H 0.336 -2.473 0.268
H 0.153 -3.098 -1.401
H -0.982 -3.619 -0.159
O -1.236 3.174 0.603
H -2.164 3.157 0.729
H -1.166 2.605 -0.229
```

Summary:
energy	-422.90557	Ha
maximum force	0.05766	hartree/bohr
ΔE to the lowest compared entry with this formula, charge and spin	50.9	kcal per mole
spin multiplicity	1

=====

(3)
This record from the Open Molecules 2025 dataset describes a 6-piece molecular cluster, C34H71ClF4N2O10P3 overall in a non-equilibrium geometry. The level of theory is ωB97M-V/def2-TZVPD.

Geometry as XYZ:
```
125
C34H71ClF4N2O10P3 | the Open Molecules 2025 dataset | ωB97M-V/def2-TZVPD
C 2.149 -4.725 1.930
C 1.438 -3.777 2.136
C 0.552 -2.654 2.545
C 1.613 -1.635 2.982
P 2.266 -1.619 4.710
O 1.327 -0.912 5.539
O 3.771 -1.126 4.871
O 2.236 -3.164 5.143
N 1.846 -0.921 1.936
P 3.049 0.415 2.200
O 2.243 1.816 2.058
Cl 4.377 0.429 0.622
C 1.031 -1.303 0.717
P 1.098 0.194 -0.422
C 1.089 -0.543 -2.138
C -0.421 1.231 -0.416
C -0.087 2.430 -1.387
C -0.242 -1.950 1.334
N -0.719 -3.111 0.607
C -1.890 -3.807 1.118
C -0.475 -3.207 -0.808
C 0.700 -4.081 -1.267
O -1.153 -2.726 -1.664
C -1.260 -1.036 2.063
F -1.730 -1.624 3.170
F -0.663 0.096 2.521
C -2.520 -0.571 1.259
F -3.637 -0.865 1.941
F -2.637 -1.108 0.040
H 2.630 -5.513 1.394
H -0.031 -3.145 3.327
H 4.402 -1.690 4.398
H 3.125 -3.543 5.177
H 1.801 2.007 2.901
H 1.723 -1.999 0.222
H 1.527 -1.541 -2.111
H 1.649 0.131 -2.788
H 0.060 -0.571 -2.510
H -0.654 1.690 0.545
H -1.269 0.711 -0.873
H -0.304 2.167 -2.422
H 1.004 2.564 -1.332
H -0.565 3.348 -1.053
H -1.853 -4.842 0.755
H -1.892 -3.892 2.207
H -2.865 -3.410 0.812
H 0.958 -3.838 -2.298
H 0.436 -5.147 -1.224
H 1.599 -3.954 -0.656
H -2.506 0.518 1.165
C 0.683 6.906 -1.902
C 1.724 6.365 -2.866
O 1.235 5.336 -3.711
C 0.167 5.688 -4.574
C 0.514 6.790 -5.559
H 0.231 6.094 -1.328
H 1.138 7.617 -1.211
H -0.122 7.423 -2.429
H 2.540 5.924 -2.292
H 2.164 7.171 -3.462
H -0.724 5.953 -3.992
H -0.084 4.782 -5.128
H 0.698 7.739 -5.054
H -0.306 6.941 -6.263
H 1.416 6.534 -6.117
C 0.244 -9.719 0.648
C -0.563 -8.710 -0.150
O 0.100 -8.232 -1.308
C 0.430 -9.204 -2.287
C -0.776 -9.922 -2.867
H 1.231 -9.319 0.888
H -0.273 -9.968 1.576
H 0.393 -10.645 0.091
H -0.748 -7.833 0.474
H -1.546 -9.117 -0.413
H 1.155 -9.920 -1.885
H 0.940 -8.665 -3.087
H -1.277 -10.538 -2.118
H -0.471 -10.575 -3.685
H -1.506 -9.203 -3.242
C -4.608 8.603 -2.291
C -3.189 9.031 -1.953
O -2.476 9.560 -3.055
C -3.017 10.728 -3.648
C -3.097 11.914 -2.701
H -4.610 7.917 -3.139
H -5.069 8.109 -1.435
H -5.233 9.456 -2.558
H -2.626 8.157 -1.623
H -3.183 9.740 -1.117
H -3.997 10.514 -4.088
H -2.355 10.979 -4.477
H -3.809 11.739 -1.893
H -3.417 12.807 -3.239
H -2.124 12.106 -2.246
C -4.577 -9.305 2.746
C -3.800 -10.609 2.680
O -2.574 -10.578 3.388
C -2.660 -10.343 4.783
C -3.450 -11.402 5.533
H -3.950 -8.468 2.430
H -5.454 -9.353 2.100
H -4.922 -9.092 3.759
H -3.540 -10.813 1.640
H -4.416 -11.449 3.018
H -3.064 -9.343 4.978
H -1.634 -10.340 5.152
H -4.505 -11.393 5.252
H -3.391 -11.228 6.608
H -3.061 -12.397 5.314
C 4.990 6.655 1.664
C 5.507 6.681 0.235
O 4.631 7.316 -0.676
C 4.348 8.682 -0.428
C 5.574 9.578 -0.468
H 3.987 6.224 1.701
H 5.653 6.064 2.297
H 4.931 7.658 2.090
H 5.617 5.655 -0.120
H 6.503 7.135 0.188
H 3.813 8.795 0.522
H 3.656 8.993 -1.212
H 6.264 9.354 0.348
H 5.282 10.624 -0.379
H 6.118 9.442 -1.404
```

Summary:
energy	-4083.36491	Ha
total charge	+1
maximum force	0.07479	hartree/bohr
ΔE to the lowest compared entry with this formula, charge and spin	0.0	kcal per mole
spin multiplicity	1

=====

(4)
This record from the Open Molecules 2025 dataset describes a 2-piece molecular cluster, C7H13N3O2 overall in a non-equilibrium geometry. The level of theory is ωB97M-V/def2-TZVPD.

Geometry as XYZ:
```
25
C7H13N3O2 | the Open Molecules 2025 dataset | ωB97M-V/def2-TZVPD
C -2.709 -2.462 1.326
C -1.745 -2.895 2.232
C 1.343 -1.616 -2.577
C 0.834 3.125 0.813
C 0.389 -1.320 -1.386
C -0.420 2.257 0.797
C 0.750 0.134 0.408
N -2.240 -1.290 0.787
N -0.757 -2.024 2.206
N -1.022 -1.118 1.325
O 1.145 -0.889 -0.295
O 0.033 1.110 -0.063
H -3.632 -2.865 1.235
H -1.686 -3.687 2.878
H 1.964 -2.355 -2.222
H 0.796 -1.836 -3.497
H 1.957 -0.728 -2.805
H 1.478 2.930 -0.009
H 0.759 4.259 0.640
H 1.301 3.137 1.836
H 0.023 -2.286 -1.053
H -0.473 -0.694 -1.621
H -1.177 2.718 0.106
H -0.687 2.049 1.843
H 1.296 0.150 1.417
```

Summary:
energy	-589.11398	Ha
maximum force	0.07857	hartree/bohr
ΔE to the lowest compared entry with this formula, charge and spin	112.7	kcal per mole
spin multiplicity	1

=====

(5)
This record from the Open Molecules 2025 dataset describes an isolated ion of composition CH3N2O2 and charge -1 in a non-equilibrium geometry. The level of theory is ωB97M-V/def2-TZVPD.

Geometry as XYZ:
```
8
CH3N2O2 | the Open Molecules 2025 dataset | ωB97M-V/def2-TZVPD
C -1.164 -0.112 0.016
N 0.415 -0.794 0.107
N 1.344 0.051 -0.015
O 2.503 -0.434 -0.012
O 1.172 1.287 -0.128
H -1.753 -0.855 -0.497
H -1.061 0.823 -0.517
H -1.457 0.034 1.045
```

Summary:
energy	-299.79627	Ha
total charge	-1
maximum force	0.09269	hartree/bohr
ΔE to the lowest compared entry with this formula, charge and spin	84.1	kcal per mole
spin multiplicity	1

=====

(6)
This record from the Open Molecules 2025 dataset describes a single C4H4FN molecule in a non-equilibrium geometry. The level of theory is ωB97M-V/def2-TZVPD.

Geometry as XYZ:
```
10
C4H4FN | the Open Molecules 2025 dataset | ωB97M-V/def2-TZVPD
C 0.081 1.457 0.011
C -0.103 0.033 0.202
C -0.686 -0.025 1.392
C 0.239 -0.999 -0.822
N -0.478 2.187 0.885
F -1.170 -1.063 2.085
H 0.917 1.969 -0.577
H 1.322 -1.321 -0.638
H 0.332 -0.452 -1.707
H -0.454 -1.785 -0.833
```

Summary:
energy	-309.23670	Ha
maximum force	0.06626	hartree/bohr
ΔE to the lowest compared entry with this formula, charge and spin	116.2	kcal per mole
spin multiplicity	1

=====

> Look up the maximum force of the sixth one.

0.06626 hartree/bohr

=====

> What is the formula in the sixth record?

C4H4FN